Entry from OMol25: C29H63Cl8CuN3O7P as an isolated structure at a distorted geometry (ωB97M-V/def2-TZVPD).

```
112
C29H63Cl8CuN3O7P, DFT ωB97M-V/def2-TZVPD
Cu 2.87 1.03 1.78
Cl -6.74 3.22 2.03
Cl 0.67 -0.85 -5.48
Cl -4.51 2.82 -0.54
Cl 0.05 3.37 -4.78
Cl 0.70 -1.52 5.99
Cl 3.49 -1.67 4.01
Cl 1.11 -6.77 -2.29
Cl -1.82 -5.90 -3.88
P 4.51 2.50 -1.34
O 5.66 1.65 -1.95
O 1.13 -0.25 1.65
O 4.23 2.20 0.06
O -3.25 -4.70 0.93
O 3.31 2.23 -2.32
O 4.96 3.97 -1.59
O -2.53 -1.02 4.21
N -5.20 -3.58 1.00
N 0.74 -0.13 0.32
N -2.53 1.03 5.28
C 0.88 -2.32 4.39
C -0.66 0.99 -1.33
C -1.71 2.18 5.52
C -3.86 -3.68 0.85
C -0.35 2.04 0.79
C 5.59 4.48 -2.81
C 0.33 -5.17 -2.39
C -6.04 -4.75 1.14
C 4.79 4.28 -4.06
C 1.01 -1.31 -0.44
C -2.05 0.07 4.46
C 5.97 -0.38 -0.61
C 2.25 -2.92 4.25
C 1.71 3.80 -1.29
C 0.32 -2.62 -0.01
C -5.87 -2.30 1.04
C 1.97 2.44 -1.89
C -1.77 0.05 0.63
C 0.81 -1.03 -1.93
C 5.72 0.23 -1.99
C -4.98 2.93 2.19
C -0.30 1.66 -5.13
C -0.44 -0.21 -2.25
C -0.43 0.64 0.17
C 2.52 -1.57 -0.35
C -0.31 -4.94 -3.73
C 0.84 0.75 -4.70
C -3.77 0.94 5.99
C -4.16 3.48 1.07
H -4.35 0.11 5.58
H 1.66 -0.50 -2.35
H -5.41 -5.64 1.23
H 3.78 4.67 -3.94
H 0.69 3.90 -0.90
H -4.12 4.58 1.03
H -6.50 -2.12 0.17
H -1.28 1.37 -4.76
H -1.34 -0.83 -2.09
H -0.64 2.02 5.53
H 0.71 -3.57 -0.38
H -0.47 0.13 -3.29
H -0.07 1.86 -1.66
H -0.65 -3.91 -3.79
H -6.66 -4.93 0.26
H -4.43 1.80 5.87
H -2.39 -0.52 -0.06
H 1.69 1.69 -1.12
H 0.23 -5.13 -4.65
H -6.63 -4.66 2.06
H -1.50 -0.60 1.48
H -0.45 1.62 -6.21
H -3.09 3.37 1.27
H 2.44 -3.42 5.19
H -1.88 2.96 4.75
H 5.70 5.54 -2.56
H -3.39 -2.69 0.84
H -1.68 1.33 -1.48
H 0.25 -2.73 1.07
H 6.93 0.00 -0.23
H -3.54 0.74 7.04
H -0.47 -5.12 -1.66
H -1.97 2.64 6.47
H 4.79 -0.17 -2.40
H 6.12 -1.45 -0.57
H -1.10 0.42 4.01
H 1.11 -4.45 -2.15
H 1.78 1.26 -4.91
H 1.72 4.55 -2.09
H 5.19 0.01 0.05
H 1.22 2.24 -2.64
H -0.56 1.90 1.86
H 6.50 -0.11 -2.66
H 0.11 -3.08 4.42
H -2.49 0.69 1.16
H 3.23 -0.85 -0.78
H 2.85 -1.49 0.71
H 0.72 0.47 -3.66
H 2.40 4.13 -0.52
H -4.75 3.48 3.10
H -0.69 -2.47 -0.43
H 0.60 -1.68 3.55
H 0.64 2.50 0.67
H 4.76 3.26 -4.45
H 5.17 4.87 -4.89
H 0.61 -1.94 -2.50
H 2.85 -2.59 -0.59
H -4.85 1.86 2.30
H -6.57 -2.34 1.88
H 6.58 4.04 -2.87
H -1.11 2.74 0.45
H -5.14 -1.50 1.16
H 2.28 -3.63 3.44
```

Properties
Gap between HOMO and LUMO, hartree: 0.2413
E, Eh: -7497.0416
Maximum force, eV/A: 4.4

Atom charges from the Löwdin analysis, given in e for atoms 1 to 99: 0.52, 0.53, 0.61, 0.56, 0.60, 0.55, 0.56, 0.55, 0.54, 0.34, -0.15, -0.28, -0.22, 0.03, -0.15, -0.16, 0.01, -0.20, -0.18, -0.20, -0.65, -0.13, -0.07, -0.36, -0.04, -0.21, -0.68, -0.05, -0.08, -0.49, -0.38, -0.07, -0.65, -0.07, 0.00, -0.06, -0.29, -0.03, -0.12, -0.25, -0.65, -0.64, -0.19, -0.51, -0.04, -0.65, -0.67, -0.05, -0.70, 0.09, 0.10, 0.08, 0.08, 0.07, 0.08, 0.09, 0.08, 0.12, 0.09, 0.05, 0.03, 0.07, 0.06, 0.09, 0.09, 0.07, 0.09, 0.07, 0.09, 0.08, 0.06, 0.05, 0.06, 0.08, 0.12, 0.12, 0.11, 0.08, 0.09, 0.10, 0.06, 0.09, 0.11, 0.09, 0.12, 0.05, 0.08, 0.08, 0.04, 0.04, 0.07, 0.12, 0.08, 0.07, 0.06, 0.06, -0.03, 0.08, 0.06

---

Entry from OMol25: a 11-piece molecular cluster, C29H64F10N13O23S10 overall at a distorted geometry (ωB97M-V/def2-TZVPD).

```
149
C29H64F10N13O23S10, DFT ωB97M-V/def2-TZVPD
S 1.52 2.64 -2.17
S 3.37 -4.03 1.29
S -3.73 -3.45 3.39
S 5.63 -4.02 1.63
S -5.73 4.21 -1.53
S -4.47 -3.29 -2.43
S 2.33 1.02 -3.66
S -1.69 -2.22 3.22
S -3.74 5.57 -1.83
S -2.32 -3.76 -3.32
F -4.94 -3.45 -0.92
F 6.77 -3.25 0.77
F 2.23 -3.45 0.32
F 1.74 -0.21 -4.55
F -0.79 -1.73 2.00
F -0.77 -3.53 -2.85
F 0.64 3.92 -2.27
F -2.19 5.36 -1.27
F -3.89 -5.03 2.94
F -5.94 2.73 -2.19
O -3.56 -3.48 4.83
O -2.46 -0.99 3.53
O -4.87 -1.88 -2.75
O 5.87 -3.41 2.93
O 2.77 3.36 -2.30
O -2.19 -5.18 -3.66
O -3.44 5.93 -3.21
O 1.17 2.19 -0.84
O 2.86 -3.44 2.55
O -2.47 -2.82 -4.41
O -0.68 -2.74 4.10
O -6.29 4.95 -2.65
O 3.35 1.65 -4.56
O -5.08 -4.37 -3.23
O 6.08 -5.40 1.38
O -4.92 -2.82 2.86
O -6.41 4.07 -0.26
O 2.81 0.24 -2.50
O 3.23 -5.49 1.12
O -3.33 1.11 -4.90
O 4.32 -1.93 -3.90
O -4.21 6.59 -0.92
O -0.28 -5.42 -0.88
N -3.50 -0.19 -0.65
N -4.00 4.08 -1.55
N -2.28 -4.79 0.30
N -1.22 2.39 -4.81
N -1.25 -0.72 -0.83
N -2.81 4.64 4.09
N -2.33 -3.23 2.41
N 4.28 0.81 1.63
N -2.85 -3.42 -1.97
N 5.24 -3.31 -2.05
N -2.15 3.54 2.29
N 4.46 -3.39 0.56
N 0.95 1.73 -3.52
C -4.85 -0.21 -0.20
C -2.82 6.88 5.25
C 2.81 -3.59 -2.95
C -0.83 -5.40 0.19
C -1.80 3.96 3.59
C 6.61 -2.56 -2.20
C -2.81 0.83 -1.34
C -1.50 0.41 -1.56
C -1.31 2.69 1.49
C 4.44 3.33 1.09
C 4.40 -0.11 3.84
C -2.48 -1.12 -0.34
C 0.03 -1.34 -0.72
C -0.35 -5.86 1.52
C -3.28 -5.90 0.21
C 4.24 4.69 1.77
C 5.74 0.56 2.00
C -1.42 -0.10 -5.62
C 5.78 0.51 3.50
C 3.67 -0.19 2.59
C -1.93 3.37 -3.91
C -2.14 1.10 -5.08
C 4.14 0.42 0.16
C -2.88 5.29 5.35
C 3.86 2.27 2.02
C 4.12 -2.76 -3.01
C -3.81 4.71 3.05
C -3.43 4.03 1.91
C -5.02 0.60 1.09
H 4.30 -1.14 4.19
H -2.89 7.35 6.23
H -3.73 7.22 4.76
H -6.06 0.45 1.40
H 7.27 -2.94 -1.42
H -3.32 1.76 -1.53
H 2.59 -0.04 2.72
H -0.98 0.14 -6.59
H -0.32 2.14 -4.42
H 0.72 -6.01 1.35
H 4.01 3.24 0.09
H -4.80 1.65 0.91
H -3.82 4.99 5.81
H -2.21 -0.85 -5.74
H -0.43 2.35 2.04
H 3.84 0.48 4.57
H 0.45 -1.53 -1.71
H -5.44 0.22 -1.02
H -2.13 3.02 -2.90
H 4.56 4.62 2.80
H 5.51 -4.20 -2.44
H 4.87 -3.44 -1.12
H -0.82 3.91 4.05
H 5.90 -0.45 1.63
H -1.89 1.81 1.19
H -2.38 -4.26 -0.55
H -0.73 0.87 -2.16
H -4.40 0.32 1.95
H -3.24 -6.59 1.06
H -2.61 -2.06 0.18
H 2.81 -4.29 -3.78
H 4.74 1.11 -0.45
H -0.33 -5.08 2.28
H -0.59 -0.37 -4.97
H 5.03 5.25 1.26
H 7.00 -2.96 -3.13
H 2.77 2.23 1.92
H -2.99 -6.49 -0.66
H 3.76 -0.99 1.86
H -5.04 -1.27 -0.05
H 1.91 -3.02 -3.18
H -1.34 4.29 -3.86
H -1.03 2.77 -5.73
H 6.45 -1.49 -2.10
H 3.26 5.15 1.64
H -4.66 5.37 3.19
H 6.56 -0.20 3.78
H -0.94 3.18 0.59
H 6.45 1.26 1.56
H 4.51 -0.56 -0.13
H -0.73 -6.79 1.94
H -2.30 -4.15 1.08
H 3.07 0.59 0.05
H -2.05 4.93 5.97
H -0.08 -2.31 -0.23
H -3.89 3.95 0.93
H 5.96 1.48 3.97
H -4.33 -5.63 0.07
H 2.65 -4.05 -1.97
H 0.61 -0.63 -0.11
H 5.51 3.12 0.96
H -2.94 3.53 -4.27
H 4.29 2.42 3.01
H -1.94 7.24 4.73
```

Properties
Gap between HOMO and LUMO, hartree: 0.3191
Charge: +1
E, Eh: -8565.6184
Maximum force, eV/A: 13.6

Atom charges from the Löwdin analysis, given in e for atoms 1 to 99: 0.54, 0.39, 0.66, 0.63, 0.61, 0.65, 0.53, 0.39, 0.46, 0.45, -0.19, -0.24, -0.22, -0.21, -0.21, -0.23, -0.15, -0.27, -0.20, -0.23, -0.23, -0.30, -0.28, -0.24, -0.25, -0.27, -0.28, -0.29, -0.28, -0.27, -0.25, -0.26, -0.27, -0.24, -0.24, -0.26, -0.28, -0.32, -0.27, 0.17, 0.13, -0.27, 0.16, -0.01, -0.30, 0.07, 0.10, -0.06, -0.07, -0.32, -0.24, -0.30, 0.10, -0.07, -0.29, -0.28, -0.17, -0.03, 0.04, -0.34, 0.03, 0.05, 0.01, -0.03, -0.01, -0.22, -0.13, 0.03, 0.00, 0.04, 0.00, -0.07, -0.11, 0.03, -0.11, -0.15, -0.02, -0.32, 0.02, -0.16, -0.07, -0.28, 0.04, 0.06, -0.03, 0.13, 0.08, 0.07, 0.09, 0.08, 0.10, 0.15, 0.11, 0.03, 0.08, 0.09, 0.05, 0.13, 0.09

---

Entry from OMol25: a 6-piece molecular cluster, C29H65Cl4N5 overall at a distorted geometry (ωB97M-V/def2-TZVPD).

```
103
C29H65Cl4N5, DFT ωB97M-V/def2-TZVPD
Cl 7.82 -7.33 11.72
Cl 10.63 -6.68 12.02
Cl 9.02 -5.34 10.04
Cl 9.73 -8.11 9.69
N 0.66 -2.81 4.40
N 10.90 -9.44 6.28
N 4.73 -5.80 7.28
N 11.21 -2.57 5.44
N 0.45 -3.10 11.89
C 11.51 -4.41 3.83
C 9.75 -4.09 6.91
C -0.14 -3.82 4.84
C 9.58 -9.39 5.67
C 11.23 -0.38 6.64
C 5.66 -6.92 7.21
C 12.15 -8.90 4.18
C 12.05 -3.68 5.04
C 9.88 -3.00 5.82
C 3.40 -6.26 7.64
C -1.38 -3.65 4.28
C 2.43 -5.12 7.99
C 4.72 -5.04 6.06
C 0.79 -5.55 11.61
C 1.40 -4.15 11.54
C -0.03 -3.18 13.25
C 6.09 -7.42 8.61
C -0.98 -2.04 13.64
C 9.29 -6.87 10.88
C -0.03 -1.99 3.53
C -1.30 -2.50 3.46
C 11.94 -8.62 5.66
C 11.32 -10.79 6.61
C 10.96 -11.13 8.08
C 8.98 -7.99 5.65
C 6.00 -4.22 5.84
C 11.87 -1.75 6.47
C 2.11 -1.22 12.46
C 1.00 -1.79 11.56
H 0.78 -3.22 13.99
H 0.41 -1.10 3.11
H 11.23 -12.17 8.29
H 12.84 -8.73 6.27
H -1.82 -1.99 12.96
H 12.40 -10.86 6.57
H 6.83 -4.85 5.50
H 4.47 -5.61 5.15
H -0.61 -4.10 13.37
H 6.24 -3.64 6.73
H 2.25 -4.13 12.24
H 9.30 -3.35 4.96
H 11.49 0.31 5.84
H 9.16 -7.50 6.60
H 10.15 -0.42 6.72
H 11.94 -2.30 7.41
H 1.75 -1.02 13.47
H -2.24 -4.30 4.38
H 0.20 -1.05 11.44
H 10.08 -3.75 7.89
H 9.60 -9.81 4.65
H 11.31 -8.58 3.56
H -2.15 -2.23 2.85
H 13.04 -3.29 4.80
H 11.66 -10.55 8.69
H 1.44 -1.87 10.56
H 1.57 -2.59 4.76
H 11.61 0.08 7.56
H 10.84 -11.54 5.97
H 6.99 -8.02 8.48
H 5.82 -3.59 4.97
H 8.98 -10.08 6.26
H 3.91 -4.30 6.10
H 1.98 -4.65 7.11
H -0.05 -5.64 10.91
H 0.38 -5.74 12.60
H -0.44 -1.10 13.74
H 5.24 -7.80 6.69
H 3.00 -1.84 12.50
H 10.83 -5.24 4.05
H 13.04 -8.43 3.78
H 10.22 -5.03 6.64
H 9.31 -2.14 6.18
H 12.20 -4.42 5.84
H 11.00 -3.79 3.09
H 9.38 -7.41 4.82
H 6.56 -6.58 6.70
H 1.74 -3.98 10.52
H 12.88 -1.59 6.10
H 6.41 -6.59 9.24
H 12.29 -4.90 3.23
H 0.27 -4.44 5.62
H 1.51 -6.32 11.35
H 12.24 -9.97 3.94
H 9.96 -10.90 8.41
H 1.71 -5.44 8.73
H 2.93 -6.88 6.85
H 3.40 -6.91 8.52
H 8.68 -4.25 7.06
H 5.27 -7.97 9.05
H 2.95 -4.26 8.44
H 11.69 -7.56 5.75
H 7.91 -8.10 5.45
H 2.36 -0.24 12.04
H -1.38 -2.31 14.62
```

Properties
Gap between HOMO and LUMO, hartree: 0.3147
E, Eh: -3258.3933
Maximum force, eV/A: 1.3
Structure (SMILES): ClC(Cl)(Cl)Cl.c1cc[nH]c1.CCN(CC)CC.CCN(CC)CC.CCN(CC)CC.CCN(CC)CC

Atom charges from the Löwdin analysis, given in e for atoms 1 to 99: 0.55, 0.53, 0.55, 0.53, -0.01, -0.21, -0.19, -0.19, -0.19, -0.09, -0.10, -0.14, -0.26, -0.08, -0.25, -0.09, -0.27, -0.25, -0.25, -0.11, -0.08, -0.27, -0.09, -0.26, -0.28, -0.10, -0.09, -2.03, -0.13, -0.12, -0.25, -0.26, -0.10, -0.08, -0.09, -0.25, -0.08, -0.26, 0.12, 0.10, 0.07, 0.11, 0.08, 0.11, 0.05, 0.12, 0.10, 0.08, 0.12, 0.11, 0.07, 0.06, 0.06, 0.11, 0.06, 0.09, 0.11, 0.04, 0.11, 0.06, 0.09, 0.11, 0.06, 0.11, 0.14, 0.07, 0.11, 0.04, 0.07, 0.11, 0.10, 0.04, 0.08, 0.06, 0.06, 0.12, 0.07, 0.05, 0.07, 0.05, 0.10, 0.11, 0.08, 0.06, 0.08, 0.08, 0.11, 0.03, 0.07, 0.09, 0.07, 0.07, 0.05, 0.06, 0.12, 0.10, 0.05, 0.06, 0.08

---

Entry from OMol25: a 4-piece molecular cluster, C29H65FIN7O9P2 overall at a distorted geometry (ωB97M-V/def2-TZVPD).

```
114
C29H65FIN7O9P2, DFT ωB97M-V/def2-TZVPD
I -3.40 2.63 2.29
P -2.32 3.79 -3.31
P 2.95 -0.52 -0.12
F -2.50 -1.33 -1.95
O 2.11 -0.39 1.35
O 3.68 -1.89 -0.01
O -4.43 4.10 -0.06
O 4.16 0.65 -0.13
O -7.69 -5.41 1.50
O 6.44 1.13 5.07
O -4.09 -5.16 1.74
O -0.65 2.15 -2.10
O -0.55 -0.66 0.10
N 6.58 -0.47 6.66
N -3.88 -6.81 3.28
N -8.97 -4.82 -0.27
N 4.81 0.83 -5.02
N -2.46 -6.71 1.48
N 8.05 -0.45 4.90
N -6.70 -4.59 -0.37
C 0.80 0.30 -2.10
C 2.74 0.52 2.29
C -3.44 -2.21 4.04
C -4.34 -1.75 -0.39
C -0.96 5.15 -3.31
C 0.19 1.44 -1.17
C 1.33 2.53 -0.79
C -1.54 6.64 -3.25
C 4.09 -0.08 2.96
C 5.50 0.13 -0.12
C -2.98 -0.93 -0.66
C 3.55 1.67 -4.97
C -1.24 -3.23 2.99
C 2.03 3.20 -2.06
C -3.36 3.63 0.32
C 5.99 -0.45 -1.56
C 3.42 2.55 -2.53
C -1.85 2.75 -1.75
C -3.52 -6.16 2.14
C -0.50 0.78 0.11
C -4.04 4.53 -3.16
C 6.99 0.14 5.51
C -1.82 -1.23 0.42
C 1.92 -0.68 -1.66
C 3.75 2.99 -4.06
C -1.96 3.73 -0.49
C -2.57 -2.40 2.69
C -7.78 -4.97 0.36
C -2.30 -0.98 1.95
H -3.98 5.40 -2.41
H 0.85 3.41 -0.22
H -2.71 1.98 -1.67
H 5.74 -0.58 0.73
H -3.42 -7.63 3.62
H 4.85 3.25 -4.15
H -6.76 -4.22 -1.30
H -9.80 -5.09 0.24
H 3.18 1.94 -6.02
H -1.98 -7.53 1.80
H 0.15 1.10 1.01
H 1.39 3.31 -2.98
H -1.54 1.15 0.38
H 8.37 -0.03 4.05
H -0.36 -2.54 3.21
H -5.79 -4.68 0.07
H 6.19 1.03 0.05
H -1.67 -2.37 0.36
H 4.91 0.69 2.74
H -1.20 3.46 0.32
H 4.85 0.41 -5.97
H 6.67 0.31 -2.06
H 2.00 0.62 3.17
H 5.80 -0.07 7.14
H 2.68 -0.76 -2.52
H -5.17 -1.16 -0.92
H -4.82 3.82 -2.71
H 3.97 -0.11 4.09
H -1.58 -0.32 2.52
H 2.11 2.13 -0.06
H 2.30 4.28 -1.74
H 3.09 3.84 -4.42
H -3.88 -3.24 4.32
H 5.12 -0.72 -2.24
H 8.51 -1.27 5.25
H -1.42 -4.01 3.81
H -2.81 -1.89 4.92
H -0.11 -0.31 -2.45
H -4.33 -1.52 3.89
H -1.85 6.94 -4.30
H -4.34 -2.80 -0.81
H -2.33 6.81 -2.45
H -4.37 4.99 -4.14
H 4.41 -1.07 2.51
H -9.07 -4.46 -1.20
H 3.45 1.42 -2.51
H -3.35 -0.52 1.84
H -0.98 -3.83 2.04
H -0.33 4.93 -4.24
H 2.88 1.58 1.90
H -3.25 0.17 -0.57
H 2.74 0.98 -4.53
H -2.16 -6.26 0.64
H 1.48 -1.74 -1.62
H 4.24 2.97 -1.85
H -0.25 4.97 -2.42
H 7.02 -1.29 7.04
H 6.66 -1.35 -1.30
H 1.13 0.85 -3.06
H -4.64 -1.79 0.70
H -1.82 4.84 -0.70
H -3.24 -3.02 2.00
H -0.65 7.32 -2.98
H -4.66 -6.43 3.79
H 4.65 0.01 -4.41
```

Properties
Gap between HOMO and LUMO, hartree: 0.2908
E, Eh: -3284.6278
Maximum force, eV/A: 6.3
Structure (SMILES): CCOP(=O)(CC[C@](CCCCCN)(CO[C@@H](CC(C)C)[C@H](C)F)O[C@@H](CC(=O)I)P(C)CC)OCC.NC(N)=O.NC(N)=O.NC(N)=O

Atom charges from the Löwdin analysis, given in e for atoms 1 to 99: 0.82, 0.96, 0.71, -0.04, -0.26, -0.35, -0.05, -0.30, 0.02, 0.01, 0.01, -0.17, -0.14, 0.15, 0.16, 0.14, -0.03, 0.16, 0.15, 0.16, -0.14, -0.27, -0.09, -0.04, -0.41, -0.35, -0.08, -0.17, -0.07, -0.28, -0.26, -0.27, -0.08, -0.19, -0.72, -0.08, -0.20, -0.48, -0.68, -0.11, -0.33, -0.70, -0.25, -0.19, -0.17, -0.16, -0.39, -0.70, -0.13, 0.02, 0.12, 0.12, 0.10, 0.10, 0.10, 0.09, 0.10, 0.11, 0.10, 0.14, 0.10, 0.07, 0.11, 0.08, 0.07, 0.13, 0.16, 0.07, 0.08, 0.06, 0.08, 0.12, 0.11, 0.10, 0.09, 0.05, 0.07, 0.11, 0.09, 0.12, 0.10, 0.08, 0.05, 0.09, 0.08, 0.08, 0.13, 0.07, 0.07, 0.08, 0.06, 0.05, 0.08, 0.09, 0.07, 0.06, 0.07, 0.07, 0.11